(1)
This record from the OMol25 dataset describes a molecular structure, C49H35AuBrN3O3S2 in a non-equilibrium geometry. The level of theory is the ωB97M-V functional and the def2-TZVPD basis.

HOMO (spin up / spin down)   -11.6 / -11.6 eV
Total charge   +2
Maximum force   1.86 eV Å⁻¹
Frontier orbital gap (spin up / spin down)   3.167 / 3.168 eV
Energy above the lowest of the compared OMol25 structures with the same formula, charge and spin   13.9 kcal per mole
LUMO energy (spin up / spin down)   -8.44 / -8.44 eV

The geometry in XYZ format:
```
94
Properties=species:S:1:pos:R:3:lowdin_charge:R:1
C -2.98 2.89 -0.18 -0.3738
H -6.15 2.74 -1.33 0.1175
H 2.99 0.78 2.37 0.1068
C -5.22 3.17 -0.96 -0.0227
C 5.53 -1.17 -1.39 -0.2568
H 7.51 -1.98 -1.23 0.0790
C 1.50 6.36 0.46 -0.0555
H -5.92 6.13 -1.97 0.0926
H -3.09 -9.29 2.07 0.1392
H 1.12 7.25 -0.01 0.1103
C 3.33 -0.19 -1.65 -0.0514
H -3.51 -5.34 -1.14 0.1300
C -6.24 5.46 -1.18 -0.0359
H 4.50 3.62 -3.75 0.1120
C -4.16 2.33 -0.65 -0.0961
H -2.74 -3.02 -1.56 0.1316
C 0.23 -8.90 1.53 -0.6318
H 1.47 -7.33 2.33 0.1197
C -2.86 -4.72 3.44 -0.1418
C 3.44 3.40 -3.74 -0.0541
C -3.21 -4.71 -0.32 0.0110
N -2.93 -7.09 3.43 0.1795
C -1.04 -9.47 1.46 -0.0766
C 1.49 2.66 -0.03 -0.1428
C -0.66 2.45 -3.77 0.0009
C -2.85 -4.32 2.02 -0.0555
C -2.23 -2.01 2.77 -0.3065
C -3.24 -5.17 0.98 0.0343
O -0.85 2.28 1.28 -0.3948
C 2.52 4.08 1.70 -0.1445
H 3.56 -1.83 1.31 0.1047
H -6.53 6.08 -0.33 0.0911
H -1.20 -10.37 0.89 0.1227
H -3.59 -6.17 1.18 0.1204
C -0.61 2.25 -1.38 -0.2879
H 2.33 7.44 2.14 0.1111
H -1.94 4.65 0.45 0.1202
C 2.99 -0.66 -0.39 -0.3775
C 1.41 2.87 -2.53 -0.1143
C -3.93 5.07 -0.28 -0.0115
C 1.40 3.08 -4.97 -0.0194
O 0.40 -0.17 -0.71 -0.6085
S 1.44 -0.16 0.38 1.0347
C -2.86 4.25 0.04 -0.0395
C -1.87 -7.67 2.82 -0.2474
H -1.19 2.41 -4.71 0.1231
C 0.47 -7.74 2.28 -0.0829
H 3.25 5.42 3.22 0.1181
H -2.83 -4.02 5.48 0.1390
C -2.73 -3.71 4.45 0.0377
C 0.71 2.81 -3.76 -0.1452
C 0.73 2.57 -1.31 -0.1280
N -3.05 -5.95 3.84 0.1767
C -2.09 -8.87 2.12 0.0420
C 3.86 -1.44 0.35 -0.0877
C 5.13 -1.69 -0.16 -0.0306
H 6.91 -1.83 -2.89 0.0885
H 3.57 3.02 3.26 0.1223
H -2.35 1.88 -2.60 0.1067
C 1.91 1.56 0.68 -0.3078
C 1.31 5.14 -0.12 -0.0106
C 1.80 3.96 0.48 -0.1064
C 2.20 6.47 1.68 -0.0587
N -2.49 -2.57 0.43 0.0099
C 4.60 -0.45 -2.14 -0.0151
C 6.92 -1.37 -1.90 -0.0388
O -1.89 -0.87 2.51 0.0637
H 0.78 5.07 -1.06 0.1199
C -2.52 -3.00 1.70 -0.1108
H 5.82 -2.29 0.42 0.1158
C 2.67 1.68 1.86 -0.0739
Au -1.91 -0.51 0.12 0.7496
C 2.80 3.17 -2.56 -0.0193
C -2.41 -2.44 4.15 0.0710
H -3.84 6.14 -0.12 0.1263
H -2.26 -1.70 4.92 0.1461
C 2.98 2.91 2.35 -0.0012
C -5.11 4.55 -0.80 -0.2500
C -2.80 -3.41 -0.56 -0.0575
H 0.85 3.04 -5.90 0.1183
Br 1.65 -9.69 0.60 0.9020
H 2.61 0.37 -2.23 0.1100
C 2.73 3.37 -4.96 -0.0572
C -0.57 -7.12 2.92 0.0330
H 3.35 3.21 -1.63 0.1244
H 4.88 -0.07 -3.11 0.1235
C 2.71 5.35 2.28 -0.0187
C -1.30 2.16 -2.60 -0.0598
H -7.10 4.91 -1.53 0.0800
S -1.57 1.84 0.09 0.8702
H -0.40 -6.23 3.51 0.1302
H 3.25 3.56 -5.89 0.1116
H 7.41 -0.40 -2.00 0.0914
H -4.23 1.26 -0.76 0.0859
```

=====

(2)
This record from the OMol25 dataset describes a molecular structure, C31H33ClN2O2Si2Yb in a non-equilibrium geometry. The level of theory is the ωB97M-V functional and the def2-TZVPD basis.

HOMO (spin up / spin down)   -9.6 / -9.6 eV
Total charge   +1
Maximum force   2.98 eV Å⁻¹
Frontier orbital gap (spin up / spin down)   7.189 / 4.350 eV
Energy above the lowest of the compared OMol25 structures with the same formula, charge and spin   0.0 kcal per mole
2S+1   2
LUMO energy (spin up / spin down)   -2.41 / -5.24 eV

The geometry in XYZ format:
```
72
Properties=species:S:1:pos:R:3:mulliken_spin:R:1
H 1.76 -2.09 -6.34 0.0033
H 2.78 -3.87 -7.74 -0.0002
C -0.65 2.63 -8.42 0.0289
H -1.53 -0.58 -4.89 0.0048
H -1.36 0.19 1.86 -0.0001
H -2.59 2.74 -2.83 0.0004
C 0.62 -1.24 -7.98 0.0893
C 1.52 -2.15 -7.41 0.0353
H 2.35 -1.94 -3.47 -0.0005
H 2.20 -4.09 -10.16 -0.0001
N 2.72 -0.13 1.00 0.0004
H 1.59 3.56 1.89 0.0000
N 2.30 -1.02 -0.05 -0.0001
C 1.64 1.84 -8.45 0.0198
H -1.70 2.50 -8.11 0.0012
H 2.68 -1.93 0.18 0.0001
H -2.87 -1.51 -1.86 -0.0002
C -0.80 -1.69 0.77 0.0009
C 0.30 -1.35 -9.34 0.0019
H -3.06 0.60 -0.19 0.0000
H 1.34 -4.12 -2.92 0.0012
H 1.38 3.35 -5.78 0.0055
C -0.27 3.76 -9.15 -0.0073
C 0.30 1.66 -8.06 0.0818
C 1.76 -3.29 -9.55 0.0019
H 1.96 3.15 3.59 0.0000
H -1.04 -4.59 -3.50 -0.0003
Cl 2.08 0.89 -2.55 0.0342
H -0.43 -0.67 -9.80 0.0015
C 0.21 1.95 -4.60 -0.0615
C 0.53 -1.09 -4.28 0.0745
C -1.39 -2.60 -4.25 -0.0174
C -0.85 -1.33 -4.48 -0.0073
C 2.09 -3.16 -8.19 0.0007
C 0.47 3.20 -5.18 0.0743
C -0.61 -3.60 -3.68 0.0187
H 0.48 2.49 2.81 0.0000
O 0.94 1.24 0.52 0.0012
H -0.12 -2.17 1.47 0.0000
Yb 0.07 -0.21 -1.11 0.0005
H -2.42 -2.80 -4.55 0.0005
C 1.53 2.79 2.66 -0.0001
C -1.45 -0.44 0.98 -0.0002
H 3.06 3.09 -9.47 -0.0002
H 2.89 0.61 -5.08 0.0256
H -1.06 0.87 -3.18 0.0181
C -1.32 -2.26 -0.42 0.0008
C 1.93 0.94 1.24 -0.0020
H 0.61 -2.46 -11.17 0.0002
H 3.32 -0.44 1.76 0.0000
H -0.32 5.15 -5.62 -0.0008
C 1.07 3.94 -9.53 0.0325
C -0.46 4.23 -5.06 -0.0287
C -2.27 -1.35 -0.97 0.0007
H -1.01 4.51 -9.42 0.0001
C -2.35 -0.23 -0.10 -0.0001
H 2.39 1.10 -8.17 0.0049
C -1.75 2.87 -3.52 -0.0120
H 1.36 4.81 -10.12 0.0016
C 1.28 -2.10 -3.66 0.0635
C 0.72 -3.34 -3.36 0.0026
H -1.54 0.05 -6.91 0.0364
O 2.34 1.64 2.30 0.0000
H -2.31 4.87 -4.12 0.0015
C -1.58 4.07 -4.23 0.0357
C -0.87 1.82 -3.70 0.1348
C 0.87 -2.37 -10.12 0.0079
H 2.79 -0.69 -0.90 -0.0002
Si 1.46 0.53 -4.78 0.1089
H -1.08 -3.24 -0.81 -0.0011
Si -0.07 0.18 -6.97 0.1971
C 2.02 2.97 -9.18 -0.0154
```

=====

(3)
This record from the OMol25 dataset describes 3 unconnected molecules or ions with the total composition C24H44BN4O6 in a non-equilibrium geometry. The level of theory is the ωB97M-V functional and the def2-TZVPD basis.

HOMO   -11.0 eV
Total charge   +1
Maximum force   2.15 eV Å⁻¹
Frontier orbital gap   6.540 eV
LUMO energy   -4.43 eV

The geometry in XYZ format:
```
79
Properties=species:S:1:pos:R:3:lowdin_charge:R:1
H -7.08 -0.13 2.55 0.1253
N -3.86 0.92 1.92 -0.0549
H 4.44 -2.92 -0.83 0.0868
C 3.41 1.00 1.59 -0.0215
C 3.75 3.58 1.79 -0.1397
O 3.19 -6.63 1.23 -0.1693
H -2.38 3.20 3.01 0.0814
C 0.53 0.53 0.29 0.0333
C -0.59 3.72 -4.12 -0.0637
H 2.10 -2.31 -1.91 0.1240
C 0.88 0.89 -2.44 -0.0148
H 4.03 -5.52 2.71 0.0918
C 0.47 3.13 -5.06 -0.2015
H -1.18 -0.40 -0.30 0.1850
C -0.22 0.26 -1.93 -0.0023
C -2.88 2.57 0.39 -0.2341
C 4.33 1.52 2.47 -0.1071
H -5.02 -0.78 1.54 0.1158
H -0.04 2.46 -5.77 0.1259
C -6.12 2.92 3.14 -0.0940
C -4.98 0.05 2.26 -0.1955
H 1.17 -6.24 1.02 0.1112
C 3.44 -5.36 1.81 -0.1005
C 1.29 -4.00 -0.83 -0.2100
H 3.88 4.66 1.88 0.1189
H -4.76 -0.39 3.23 0.1205
H 0.38 0.38 1.35 0.1714
H -4.91 1.95 0.39 0.1115
O 2.69 -2.26 0.10 -0.2039
H -3.83 1.67 2.60 0.0691
H 1.20 -6.61 -1.50 0.1199
C -6.37 0.68 2.35 -0.2252
O -3.18 3.72 1.15 -0.1799
H -1.20 4.40 -4.73 0.0882
C 1.73 -2.55 -0.91 -0.2163
H 4.62 -1.68 0.41 0.0868
H 3.22 -4.63 -0.76 0.0687
H 0.88 -1.89 -0.71 0.0860
H 2.70 1.90 -1.88 0.1565
H 0.99 -4.19 0.21 0.1093
C -2.28 3.96 2.23 -0.0998
O -6.52 1.59 3.41 -0.1701
H 2.25 3.85 0.27 0.1237
H -0.15 4.34 -3.34 0.0857
B 1.14 1.14 -4.00 -0.6018
C 2.82 3.15 0.87 -0.0034
C 3.99 -2.01 -0.41 -0.1008
H -2.52 4.93 2.65 0.0956
H 0.43 -4.16 -1.48 0.1257
C 2.62 1.77 0.77 -0.1888
H 4.93 0.88 3.11 0.1207
H -0.98 -0.10 -2.63 0.1659
H 0.91 3.96 -5.61 0.1295
H -5.07 3.09 3.41 0.0707
N 2.37 -4.89 -1.24 -0.0474
H -1.24 3.98 1.87 0.0821
N 4.51 2.83 2.58 0.0917
C 1.99 -6.74 0.50 -0.2230
H -6.69 1.13 1.40 0.1131
H -6.28 3.19 2.09 0.0901
H -1.88 2.18 0.62 0.0929
C -3.93 1.49 0.58 -0.2198
H 1.35 -0.66 -4.62 0.1211
H 4.03 -4.73 1.13 0.0700
H -6.72 3.59 3.75 0.0926
H -1.28 2.98 -3.71 0.0714
O 0.97 0.16 -4.95 0.2086
C 1.62 1.20 -0.16 -0.1210
H 3.31 -0.08 1.53 0.1051
H -3.78 0.70 -0.16 0.1121
O 1.50 2.40 -4.37 0.0760
N -0.35 0.08 -0.63 0.1112
H -2.88 2.88 -0.66 0.1210
C 2.10 -6.31 -0.97 -0.1891
H 2.52 -4.85 2.08 0.0873
C 1.82 1.37 -1.54 0.1140
H 3.97 -1.22 -1.17 0.0862
H 2.93 -6.87 -1.41 0.1228
H 1.74 -7.80 0.50 0.1254
```

=====

(4)
This record from the OMol25 dataset describes a molecular structure, C21H40N2O2PtSi4. The level of theory is the ωB97M-V functional and the def2-TZVPD basis.

HOMO (spin up / spin down)   -14.0 / -14.0 eV
Total charge   +2
Maximum force   0.64 eV Å⁻¹
Frontier orbital gap (spin up / spin down)   6.031 / 6.032 eV
LUMO energy (spin up / spin down)   -7.99 / -7.99 eV

The geometry in XYZ format:
```
70
Properties=species:S:1:pos:R:3:nbo_charge:R:1
H -1.46 -3.61 3.89 0.2525
H 3.13 2.45 1.75 0.2623
C 2.18 -2.20 2.84 -1.1250
O 0.36 -0.84 -0.64 -0.6187
H -0.26 -5.38 -0.43 0.2109
C 0.25 3.76 -0.77 -0.7279
H 1.14 4.16 3.25 0.2639
C -0.15 2.33 -0.81 0.7079
H -0.29 3.45 3.98 0.2461
C 0.39 -4.53 -0.61 -0.1000
C 0.39 3.38 3.13 -1.1186
H -1.03 2.22 -2.71 0.2770
H -0.48 0.63 -2.11 0.2507
O -0.36 1.74 0.27 -0.6206
H -1.46 1.92 5.20 0.2525
Si 0.49 -2.12 3.62 1.2928
H -4.66 -3.80 -0.14 0.2631
H 1.19 -1.17 5.82 0.2524
H 2.10 -5.76 -1.00 0.2458
H -3.19 -1.81 4.73 0.2604
C -3.60 -1.23 3.90 -1.1450
H -4.06 -1.27 0.75 0.2477
H 1.34 3.78 -0.71 0.2803
H -0.42 -1.90 5.92 0.2427
C 0.74 -2.14 -0.67 0.3177
H -0.04 4.27 -1.68 0.2619
H 1.14 1.30 5.55 0.2474
H -0.18 3.59 2.23 0.2319
N -2.52 -3.88 -0.40 -0.4775
C -0.64 -3.54 3.17 -1.1146
Pt -1.07 -0.20 0.48 1.0485
H 2.55 -3.23 2.83 0.2647
H 2.57 2.19 5.05 0.2691
N -2.03 -1.90 0.33 -0.5036
H -3.09 2.64 2.87 0.2610
C 2.08 -2.37 -0.97 -0.2419
C 0.57 -1.99 5.47 -1.1188
H -0.14 4.27 0.10 0.2596
Si -0.39 -0.04 2.77 0.0612
H -2.96 1.26 5.85 0.2792
C -0.12 -3.23 -0.49 -0.2227
H 2.19 -1.85 1.80 0.2376
H -1.06 -3.48 2.17 0.2171
H -4.63 -0.97 4.17 0.2705
H 1.01 -2.91 5.87 0.2692
H 2.73 -1.51 -1.11 0.2412
H 2.11 1.42 0.76 0.2290
Si 1.21 1.71 3.08 1.2974
C 2.52 1.54 1.76 -1.1188
C 1.91 1.36 4.78 -1.1243
H -0.08 -4.48 3.23 0.2626
H -3.64 -1.89 3.03 0.2469
Si -2.65 0.35 3.67 1.3834
H 0.68 1.85 -2.68 0.2809
C -3.41 -2.05 0.40 -0.0955
H -1.49 0.29 5.90 0.2594
C -0.26 1.69 -2.14 -0.7460
C -3.72 -3.29 -0.04 -0.0336
H -3.62 1.48 1.65 0.2323
C 1.71 -4.75 -0.92 -0.2244
C 2.55 -3.65 -1.11 -0.1414
H 3.60 -3.81 -1.35 0.2440
H 2.89 -1.61 3.41 0.2533
C -1.52 -3.01 -0.19 0.4232
C -2.05 1.01 5.30 -1.1220
H 2.51 0.45 4.81 0.2450
H -2.42 -4.79 -0.82 0.4526
H -4.59 1.74 3.09 0.2673
H 3.19 0.70 1.95 0.2570
C -3.56 1.67 2.72 -1.1401
```

=====

(5)
This record from the OMol25 dataset describes 10 unconnected molecules or ions with the total composition C30H70N10O10 in a non-equilibrium geometry. The level of theory is the ωB97M-V functional and the def2-TZVPD basis.

HOMO   -8.7 eV
SMILES   CNC(C)=O.CNC(C)=O.CNC(C)=O.CNC(C)=O.CNC(C)=O.CNC(C)=O.CNC(C)=O.CNC(C)=O.CNC(C)=O.CNC(C)=O
Maximum force   4.51 eV Å⁻¹
Frontier orbital gap   8.689 eV
Energy above the lowest of the compared OMol25 structures with the same formula, charge and spin   114.2 kcal per mole
LUMO energy   0.02 eV

The geometry in XYZ format:
```
120
Properties=species:S:1:pos:R:3:lowdin_charge:R:1
H -3.70 -7.28 -2.80 0.0778
N -1.95 3.59 1.53 0.0472
H -2.07 4.84 -1.14 0.0961
H 6.12 1.73 -4.28 0.0772
C 0.55 -2.66 2.43 -0.0779
O 1.91 -0.24 -6.66 0.0044
C -1.74 3.82 -0.95 -0.0056
O -1.46 -5.38 -1.88 -0.0150
H -4.55 -4.81 -1.21 0.1320
C 3.44 -0.46 -4.85 -0.0147
C 6.46 2.49 -3.58 -0.0221
H -4.02 -3.80 0.58 0.0710
H -2.22 -4.12 5.37 0.0664
H -3.41 -4.58 4.20 0.0713
H -3.95 1.78 4.41 0.1530
H 0.28 -4.11 3.88 0.1291
H 0.18 2.54 -4.85 0.0675
C -3.44 -6.26 -3.05 -0.0119
H 2.26 4.39 4.09 0.0959
H -4.60 -0.47 3.72 0.0807
C -2.32 0.01 0.40 0.0253
H 7.38 3.01 -3.87 0.0812
C 4.18 3.03 -2.81 -0.5318
C -6.26 -0.54 -2.56 -0.0950
H 1.68 1.43 -0.90 0.0614
H -0.68 3.77 -0.69 0.0441
H -2.55 3.29 2.29 0.1136
H -2.43 0.94 0.96 0.0509
C 4.47 1.65 1.26 -0.0447
O -1.76 2.71 4.65 0.0039
H -7.27 -0.11 -2.49 0.0971
C -1.48 0.39 -0.84 -0.5612
H -1.78 3.05 -1.72 0.0806
H 3.63 5.04 -2.01 0.0787
N 5.13 -2.70 0.46 -0.0031
C -2.34 -4.45 4.34 0.0099
H 6.76 2.00 -2.65 0.0774
H 3.75 -1.41 -5.28 0.0883
H -3.99 -0.52 5.33 0.0829
N 1.71 1.15 -4.81 0.0286
O 3.73 1.89 -3.02 -0.0084
H -4.37 -5.78 -3.35 0.0676
N -3.22 1.10 4.27 0.0369
C -2.49 3.46 0.32 -0.5915
C -3.72 -0.24 4.31 -0.0776
H 0.63 2.11 -2.18 0.0589
H -0.92 -0.08 3.39 0.0491
C -1.62 -3.41 3.36 -0.5288
O -3.65 3.09 0.16 0.0322
H -3.37 -0.17 0.17 0.0668
H -5.34 -2.00 -1.33 0.1350
H -1.26 5.38 2.50 0.0804
H -5.56 0.17 -2.99 0.0946
H -0.44 0.93 -4.82 0.0820
H 2.31 5.34 2.57 0.0902
H 4.51 0.75 1.88 0.0694
H 2.26 3.83 -2.25 0.0779
H 0.95 -1.70 2.76 0.0723
H -2.79 -6.37 -3.92 0.0787
H 1.47 -3.18 2.20 0.0644
H 4.33 0.14 -5.06 0.0658
C 0.35 1.54 -5.26 -0.0611
O 3.34 -1.58 1.12 0.0331
H -0.35 4.86 1.01 0.0699
C -6.03 -1.57 0.96 -0.0233
H -0.55 -0.02 5.07 0.0816
C -6.23 -0.63 -0.19 -0.5357
H -5.00 -1.69 1.28 0.0603
H 0.20 1.67 -6.33 0.0809
H 4.35 -4.03 1.97 0.0867
N -0.35 1.05 -0.52 0.0254
H 0.08 -2.54 1.46 0.0867
N -5.92 -1.17 -1.37 -0.0066
O -2.25 -2.77 2.58 0.0263
H -3.14 -1.11 4.00 0.0571
H -6.30 -2.55 0.55 0.0635
C 2.27 0.17 -5.53 -0.5478
C -0.75 0.62 4.21 0.0214
C 4.10 -1.16 -1.11 0.0041
H 4.99 3.45 2.32 0.1172
O -1.79 0.14 -1.98 0.0561
H 5.43 1.67 0.74 0.0794
H -0.14 4.12 2.63 0.0484
H 3.51 3.83 -0.98 0.0756
H -2.51 -3.31 -0.23 0.0907
O -6.75 0.48 0.06 0.0239
H -1.86 -5.43 4.22 0.0662
H -1.89 -0.80 0.99 0.0555
C -1.98 1.52 4.44 -0.5509
C -3.12 -4.16 0.08 -0.0842
H -2.53 -4.80 0.74 0.0893
H -6.33 -1.32 -3.31 0.0850
H 3.62 1.38 0.63 0.0510
H 5.01 -1.23 -1.71 0.0789
C 0.78 1.29 -1.49 -0.0471
C 5.27 -3.64 1.53 -0.0646
C -2.74 -5.40 -1.99 -0.4927
H 2.13 1.54 -3.98 0.0700
H 3.92 -0.08 -1.05 0.0517
H -0.20 1.50 0.36 0.1163
N 5.37 3.45 -3.18 0.0366
H 5.76 4.31 -2.80 0.1371
H 3.37 -0.37 -3.77 0.0428
C 4.17 -1.82 0.25 -0.5667
N -3.55 -4.86 -1.08 -0.0126
H 5.78 -4.54 1.18 0.0853
C 3.31 3.99 -2.04 0.0165
H 5.63 -2.92 -0.39 0.1342
C 2.95 3.33 2.42 -0.5862
C 2.82 4.59 3.18 -0.0029
H 0.11 1.22 3.91 0.0739
H 3.27 -1.56 -1.69 0.0910
N -0.25 -3.39 3.42 0.0204
H 0.96 0.33 -1.97 0.0861
H -6.72 -1.63 1.80 0.0873
H 5.94 -3.11 2.20 0.0899
N 4.20 2.84 2.16 0.0307
C -0.85 4.55 1.93 -0.0416
O 1.97 2.75 2.03 0.0396
H 3.79 4.97 3.52 0.0740
```